55
Properties=species:S:1:pos:R:3 method="wB97M-V/def2-TZVPD" lumo_energy_ev=-7.847 total_charge=+2 homo_ev=-14.082 max_force_ha_per_bohr=0.025 orbital_gap_ev=6.24
Cl -5.95 3.30 -5.17
Cl -5.99 3.32 -2.29
Cl -8.01 1.86 -3.75
Cl -5.28 0.91 -3.71
O -0.72 0.28 -5.61
O -2.33 -0.36 -4.18
N 0.70 -0.63 -3.94
N 2.91 0.04 2.65
C 2.18 1.04 0.63
C 0.16 -0.75 -5.31
C -1.12 -0.06 4.32
C -6.32 2.35 -3.73
C 2.12 -0.21 0.02
C -0.06 -0.95 4.16
C 1.13 -0.88 5.09
C 2.58 1.14 1.95
C 1.65 -0.36 -1.38
C 2.50 -1.33 0.76
C 0.29 -1.49 -2.99
C -0.14 -1.90 3.15
C 1.59 0.35 -3.66
C 3.26 0.18 4.09
C -1.70 1.94 -4.13
C 2.07 0.51 -2.39
C 0.75 -1.37 -1.69
C -1.25 -1.97 2.31
C -2.22 -0.12 3.48
C 2.89 -1.17 2.07
C 1.99 0.39 4.90
C -2.29 -1.07 2.47
C -1.66 0.53 -4.61
H 3.75 -0.74 4.40
H 0.98 -0.70 -6.03
H -1.21 1.98 -3.16
H 1.40 1.20 4.46
H 1.75 -1.77 4.97
H 0.78 -0.89 6.12
H 0.37 -2.05 -0.94
H 2.50 -2.33 0.34
H -0.32 -1.72 -5.40
H 2.31 0.74 5.88
H -3.04 0.57 3.61
H 2.60 2.09 2.45
H 3.93 1.02 4.19
H 0.66 -2.61 3.02
H 2.78 1.30 -2.18
H -1.22 2.64 -4.81
H 1.90 1.93 0.09
H -1.28 -2.75 1.56
H 3.20 -2.00 2.68
H -3.16 -1.10 1.83
H 1.88 0.98 -4.48
H -0.44 -2.23 -3.28
H -1.11 0.68 5.11
H -2.74 2.23 -3.98